Formula: C16H20N2O2S
Source: the Open Molecules 2025 dataset
Level of theory: the ωB97M-V functional and the def2-TZVPD basis

The geometry in XYZ format:
```
41
C16H20N2O2S, DFT the ωB97M-V functional and the def2-TZVPD basis
C 6.009 -2.103 0.962
C 4.790 -1.244 0.954
C 4.209 -0.839 2.145
C 3.072 -0.054 2.147
C 2.498 0.338 0.960
S 1.025 1.389 0.963
O 1.045 2.122 2.276
O 1.064 2.154 -0.331
N -0.194 0.258 0.958
C -1.358 0.747 0.938
C -2.572 -0.056 0.941
C -3.837 0.533 0.944
C -4.974 -0.248 0.953
C -4.870 -1.626 0.958
C -3.624 -2.222 0.956
C -2.487 -1.444 0.947
C 3.067 -0.051 -0.229
C 4.203 -0.835 -0.235
H 6.336 -2.335 -0.053
H 6.834 -1.605 1.476
H 5.812 -3.046 1.476
H 4.663 -1.142 3.071
H 2.632 0.278 3.072
H -1.463 1.826 0.923
H -3.919 1.606 0.943
H -5.948 0.215 0.957
H -5.760 -2.237 0.964
H -3.541 -3.297 0.960
H -1.508 -1.892 0.947
H 2.622 0.284 -1.151
H 4.652 -1.134 -1.166
C -0.640 1.731 -3.079
N -1.785 0.944 -2.648
C -3.059 1.633 -2.779
H 0.293 1.185 -2.935
H -0.730 2.010 -4.130
H -0.581 2.644 -2.487
H -1.802 0.043 -3.141
H -3.883 1.014 -2.423
H -3.044 2.547 -2.186
H -3.247 1.909 -3.817
```

* SMILES: Cc1ccc(S(=O)(=O)/N=C/c2ccccc2)cc1.CNC
* total charge: 0
* frontier orbital gap: 0.3033 Eh
* ΔE to the lowest compared entry with this formula, charge and spin: 3.190 eV



Formula: C16H20N4
Source: the Open Molecules 2025 dataset
Level of theory: the ωB97M-V functional and the def2-TZVPD basis

The geometry in XYZ format:
```
40
C16H20N4, DFT the ωB97M-V functional and the def2-TZVPD basis
N 0.997 -1.410 1.059
C 2.150 -0.692 1.212
C 3.296 -1.505 1.191
C 2.695 -2.721 1.021
C 1.315 -2.735 1.125
H 0.076 -0.998 1.099
H 2.132 0.384 1.307
H 4.340 -1.250 1.297
H 3.325 -3.578 0.835
H 0.693 -3.618 1.117
N -1.369 -0.500 0.568
C -0.574 0.565 0.834
C -0.048 0.439 2.099
C -0.640 -0.736 2.603
C -1.310 -1.361 1.657
H -1.970 -0.597 -0.238
H -0.425 1.243 0.007
H 0.541 1.118 2.699
H -0.525 -1.108 3.611
H -1.895 -2.269 1.643
N 1.056 2.063 -1.253
C 0.544 2.131 0.037
C -0.336 3.177 0.120
C -0.309 3.856 -1.121
C 0.640 3.232 -1.907
H 1.799 1.451 -1.560
H 0.963 1.517 0.820
H -0.833 3.481 1.029
H -1.053 4.631 -1.232
H 0.987 3.432 -2.910
N -1.856 -1.643 -2.528
C -0.614 -1.308 -2.109
C -0.745 -0.130 -1.335
C -2.109 0.180 -1.322
C -2.813 -0.762 -2.092
H -2.058 -2.380 -3.188
H 0.226 -1.967 -2.277
H 0.048 0.382 -0.811
H -2.527 0.907 -0.641
H -3.814 -0.923 -2.464
```

* total charge: 0
* frontier orbital gap: 0.2896 Eh
* ΔE to the lowest compared entry with this formula, charge and spin: 14.134 eV



Number 1: largest force on an atom 3.54 eV/Å, HOMO level -8.5282 eV. Number 2: largest force on an atom 8.32 eV/Å, HOMO level -7.2192 eV.